ORCA calculation (wB97M-V/def2-TZVPD) on a 2-piece molecular cluster, C17H30N3O3 overall.

Geometry (Å):
C: -3.285 -1.509 5.612
C: -2.254 -1.722 4.357
O: -1.540 -0.467 4.204
C: -0.166 -0.658 3.814
C: -0.119 -0.898 2.199
N: -0.022 -1.292 1.051
C: 0.644 0.702 4.121
C: -0.206 1.767 4.973
N: -0.707 2.654 5.615
C: 2.057 0.495 4.872
O: 1.945 0.052 6.248
C: 2.061 -1.389 6.375
H: -2.842 -0.650 6.237
H: -4.292 -1.165 5.148
H: -3.461 -2.466 6.214
H: -2.916 -1.979 3.448
H: -1.593 -2.636 4.556
H: 0.264 -1.589 4.322
H: 0.892 1.186 3.094
H: 2.801 -0.141 4.243
H: 2.547 1.548 4.920
H: 2.669 -1.739 7.281
H: 2.451 -1.913 5.412
H: 0.975 -1.793 6.507
C: -1.387 0.573 -5.525
C: 0.110 0.882 -5.229
C: 0.951 -0.421 -5.229
C: 0.823 -1.253 -3.960
C: 1.086 -0.393 -2.732
C: 0.173 0.850 -2.678
N: 0.211 1.648 -3.948
O: 1.393 2.335 -3.965
C: -1.272 0.384 -2.368
C: 0.559 1.695 -1.437
C: 0.573 1.695 -6.473
H: -2.056 0.857 -4.713
H: -1.760 1.142 -6.384
H: -1.553 -0.486 -5.739
H: 2.012 -0.172 -5.354
H: 0.686 -1.042 -6.091
H: -0.168 -1.719 -3.910
H: 1.544 -2.077 -3.991
H: 0.951 -1.002 -1.831
H: 2.140 -0.088 -2.733
H: -1.966 1.229 -2.372
H: -1.326 -0.072 -1.373
H: -1.645 -0.372 -3.059
H: 1.611 1.992 -1.439
H: 0.403 1.127 -0.514
H: -0.054 2.601 -1.370
H: 0.068 2.665 -6.526
H: 0.340 1.150 -7.395
H: 1.653 1.871 -6.484

Calculated values
Net charge: 0
Multiplicity: 2
DFT total energy, Eh: -1055.5055
Highest occupied orbital energy (alpha / beta), eV: -8.774 / -9.411

***

ORCA calculation (wB97M-V/def2-TZVPD) on a 2-piece molecular cluster, C17H30N5O6 overall.

Geometry (Å):
O: 0.510 2.418 3.218
O: 0.753 -1.804 -2.701
O: 0.016 -7.141 -2.508
O: -2.418 6.875 0.850
O: -1.288 -1.178 -0.940
O: 0.520 -4.188 -4.429
C: 0.445 3.442 2.561
C: -0.111 -2.668 -2.548
C: 0.966 -6.402 -2.748
C: -2.045 6.038 1.662
C: -0.831 1.860 -0.751
C: -0.654 3.215 -0.683
C: 1.041 2.357 -1.824
N: -1.200 -2.356 -1.750
N: 0.233 1.335 -1.469
N: -2.454 6.039 2.936
N: -0.750 3.926 2.220
N: 0.517 3.513 -1.358
C: 1.715 4.141 2.122
C: -3.382 7.023 3.495
C: 3.033 -4.917 0.211
C: 1.137 -5.707 1.633
C: 0.030 -4.120 -3.076
C: 0.653 -4.917 -0.700
C: 0.998 -4.963 -2.216
C: 1.678 -5.641 0.199
C: -1.606 4.213 -0.055
C: -1.067 4.939 1.196
H: -1.081 -1.382 -0.004
H: -0.006 -3.638 -5.039
H: 1.778 -6.763 -3.372
H: -1.677 1.309 -0.356
H: 1.939 2.260 -2.430
H: -1.918 -3.078 -1.664
H: 0.337 0.351 -1.745
H: -2.080 5.339 3.558
H: -1.518 3.389 2.597
H: 0.874 4.446 -1.534
H: 1.829 4.064 1.046
H: 2.563 3.658 2.607
H: 1.683 5.185 2.429
H: -4.323 7.005 2.940
H: -3.583 6.805 4.545
H: -2.954 8.025 3.415
H: 3.706 -5.383 0.938
H: 2.907 -3.864 0.482
H: 3.514 -4.970 -0.770
H: 0.184 -6.245 1.657
H: 0.980 -4.701 2.035
H: 1.842 -6.234 2.283
H: -0.964 -4.580 -3.046
H: 0.601 -3.880 -0.357
H: -0.338 -5.360 -0.549
H: 2.004 -4.564 -2.366
H: 1.823 -6.667 -0.155
H: -2.536 3.703 0.206
H: -1.858 4.958 -0.814
H: -0.162 5.476 0.917

Calculated values
Energy above the lowest of the compared OMol25 structures with the same formula, charge and spin, kJ/mol: 9.9
Net charge: +1
DFT total energy, Eh: -1390.7654
Highest occupied orbital energy, eV: -11.967

***

no.,maximum force (eV/Å)
1,6.92
2,2.89